1.
Computed, not measured: a 4-piece molecular cluster, C23H26F4N3O3S overall in a non-equilibrium geometry, with wB97M-V/def2-TZVPD.

Last column: Löwdin charge in e.
Cartesian coordinates (Å):
C 3.679 -4.047 -1.715  -0.074
O 2.993 -4.491 -0.559  -0.126
C 1.873 -3.799 -0.119  -0.158
N 1.180 -3.015 -1.191  -0.009
C -0.290 -3.214 -1.220  -0.091
C -0.846 -2.306 -0.106  -0.076
N 0.182 -1.227 -0.082  0.136
C 1.204 -1.669 -0.864  -0.355
N 2.152 -0.884 -1.327  0.105
S 2.308 0.785 -1.015  0.639
O 2.422 0.924 0.381  -0.193
O 3.208 1.258 -1.981  -0.162
F 0.888 1.187 -1.416  -0.073
H 4.526 -4.716 -1.829  0.103
H 4.078 -3.032 -1.587  0.078
H 3.056 -4.099 -2.606  0.091
H 1.154 -4.535 0.239  0.145
H 2.154 -3.146 0.720  0.148
H -0.641 -2.804 -2.164  0.112
H -0.538 -4.269 -1.172  0.142
H -1.028 -2.746 0.870  0.132
H -1.772 -1.869 -0.472  0.128
H 0.531 -0.946 0.834  0.168
H 2.886 -1.305 -1.890  0.147
F 0.793 2.174 7.348  0.068
C 1.280 2.084 6.099  -0.282
C 0.394 1.996 5.044  -0.014
C 0.904 1.906 3.758  -0.095
C 2.275 1.900 3.544  -0.102
C 3.145 1.984 4.623  -0.076
C 2.650 2.082 5.916  -0.008
H -0.672 1.994 5.233  0.118
H 0.220 1.840 2.920  0.084
H 2.656 1.825 2.536  0.067
H 4.215 1.975 4.462  0.107
H 3.305 2.156 6.773  0.122
F 0.590 -1.824 -3.839  0.007
C -0.117 -1.449 -4.955  -0.274
C 0.146 -2.096 -6.141  -0.013
C -0.577 -1.710 -7.261  -0.065
C -1.527 -0.702 -7.173  -0.077
C -1.762 -0.071 -5.959  -0.070
C -1.051 -0.446 -4.827  -0.023
H 0.894 -2.876 -6.184  0.120
H -0.395 -2.203 -8.207  0.113
H -2.084 -0.407 -8.051  0.110
H -2.499 0.717 -5.890  0.111
H -1.218 0.032 -3.870  0.111
F -2.349 1.466 2.312  0.020
C -3.141 2.538 2.593  -0.284
C -4.506 2.410 2.446  -0.020
C -5.299 3.513 2.733  -0.076
C -4.725 4.705 3.150  -0.085
C -3.347 4.801 3.287  -0.072
C -2.540 3.706 3.010  -0.022
H -4.931 1.472 2.117  0.116
H -6.373 3.435 2.630  0.108
H -5.351 5.559 3.370  0.106
H -2.895 5.728 3.612  0.110
H -1.464 3.753 3.113  0.106

Cartesian forces, eV/Å:
C 0.1 0.1 0.1
O -0.2 -0.3 -0.1
C 0.4 -0.1 -0.2
N -0.7 0.4 0.1
C 0.0 -0.1 0.0
C -0.3 0.3 -0.4
N 0.5 -1.1 -0.2
C 0.0 0.0 0.4
N 0.4 0.1 0.2
S 0.2 -0.5 0.1
O -0.1 0.2 -0.1
O 0.1 0.0 0.1
F -0.2 0.2 -0.1
H 0.0 0.0 0.0
H 0.0 0.0 0.0
H 0.0 0.1 0.0
H 0.0 0.0 0.1
H 0.0 0.1 -0.1
H 0.0 -0.3 -0.1
H 0.0 0.0 0.2
H 0.3 -0.1 0.1
H -0.1 0.0 0.3
H -0.4 0.8 -0.1
H -0.1 0.1 -0.2
F 0.0 0.0 0.0
C 0.0 0.0 0.0
C -0.1 0.0 0.0
C 0.0 0.0 0.0
C 0.0 0.0 0.0
C 0.0 0.0 0.0
C 0.0 0.0 0.0
H 0.0 0.0 0.0
H 0.0 0.0 0.0
H 0.1 0.1 0.0
H 0.0 0.0 0.0
H 0.0 0.0 0.0
F 0.0 0.1 0.0
C 0.0 0.0 0.0
C 0.0 0.0 0.0
C 0.0 0.0 0.0
C 0.0 0.0 0.0
C 0.0 0.0 0.0
C 0.0 0.0 0.0
H 0.0 0.0 0.0
H 0.0 0.0 0.0
H 0.0 0.0 0.0
H 0.0 0.0 0.0
H 0.0 0.0 0.0
F 0.0 0.0 0.0
C 0.0 0.0 0.0
C 0.0 0.0 0.0
C 0.0 0.0 0.0
C 0.0 0.0 0.0
C -0.1 0.0 0.0
C 0.1 0.0 0.0
H 0.0 0.0 0.0
H 0.0 0.0 0.0
H 0.0 0.0 0.0
H 0.0 0.0 0.0
H 0.0 0.0 0.0

- orbital gap (eV) = 7.0
- highest occupied orbital energy (eV) = -11.133
- net charge = +1

2.
Computed, not measured: a single C5H4O2 molecule in a non-equilibrium geometry, with wB97M-V/def2-TZVPD.

Last column: Löwdin charge in e.
Cartesian coordinates (Å):
O -1.623 1.383 1.869  0.217
C -1.040 0.429 1.585  -0.144
O -0.677 1.668 -0.744  0.025
C -0.008 0.948 -1.468  -0.263
C 0.629 -0.290 -1.032  -0.083
C 0.538 -0.868 0.191  -0.101
C -0.319 -0.668 1.331  -0.077
H 0.208 1.254 -2.516  0.115
H 1.295 -0.780 -1.732  0.091
H 1.262 -1.646 0.409  0.106
H -0.265 -1.430 2.106  0.114

Cartesian forces, eV/Å:
O 0.3 -1.1 0.1
C -0.2 1.0 -0.1
O 0.2 -0.5 -0.2
C 0.0 0.0 0.3
C 0.1 -0.1 0.2
C 0.0 0.2 -0.1
C 0.2 0.2 0.1
H -0.1 -0.1 0.2
H 0.1 0.2 0.0
H -0.2 -0.3 -0.3
H -0.2 0.4 0.0

- orbital gap (eV) = 8.7
- highest occupied orbital energy (eV) = -8.759

3.
Computed, not measured: a 2-piece molecular cluster, C2H4FNO2 overall in a non-equilibrium geometry, with wB97M-V/def2-TZVPD.

Last column: Löwdin charge in e.
Cartesian coordinates (Å):
C 0.451 0.237 -0.582  -0.059
C -0.496 1.013 0.127  -0.301
N -2.032 1.123 -0.115  -0.369
O -2.622 0.171 -0.561  0.056
O -2.513 2.219 0.111  0.077
F -0.115 2.052 0.795  0.128
H 0.035 -0.498 -1.334  0.122
H 1.176 -0.286 0.066  0.099
H 1.172 0.750 -1.198  0.086
H -1.037 -0.478 1.845  0.162

Cartesian forces, eV/Å:
C 1.5 -2.8 -2.1
C -3.5 -0.1 1.8
N 1.6 0.8 -0.6
O 0.3 -0.4 0.0
O 0.3 -0.5 0.2
F 0.5 0.7 0.2
H -0.1 0.7 1.3
H -0.8 -0.1 0.2
H 0.0 1.3 -0.4
H 0.2 0.5 -0.6

- orbital gap (spin up / spin down) (eV) = 9.7 / 8.2
- highest occupied orbital energy (spin up / spin down) (eV) = -10.879 / -9.285

4.
Computed, not measured: C12H23AsF6KNO4S2 as an isolated structure in a non-equilibrium geometry, with wB97M-V/def2-TZVPD.

Last column: Löwdin charge in e.
Cartesian coordinates (Å):
K -3.049 -0.851 -0.852  0.948
As -8.955 0.046 -0.056  0.953
F -10.689 -0.120 0.539  -0.320
F -9.460 -0.422 -1.760  -0.328
F -7.215 0.168 -0.611  -0.357
F -8.320 0.523 1.597  -0.327
F -8.795 -1.695 0.281  -0.305
F -9.262 1.760 -0.489  -0.300
C 3.501 -5.982 1.117  -0.049
C 4.405 -4.613 0.716  -0.173
C 3.728 -3.877 -0.421  -0.247
C 2.352 -3.722 -0.505  -0.267
N 1.209 -3.470 -0.564  0.136
H 3.681 -6.172 2.175  0.053
H 3.671 -6.875 0.514  0.061
H 2.416 -5.895 1.075  0.049
H 5.430 -4.839 0.422  0.096
H 4.641 -3.861 1.469  0.095
H 4.001 -4.524 -1.255  0.131
H 4.106 -2.867 -0.577  0.132
C 0.952 2.239 5.600  -0.230
C 0.797 0.755 5.934  -0.200
C 0.413 -0.020 4.632  -0.209
S 1.156 0.864 3.238  0.711
O 0.089 1.060 2.230  -0.370
O 2.468 0.358 2.916  -0.336
C 1.585 2.382 4.227  -0.212
H 1.566 2.811 6.296  0.116
H -0.037 2.659 5.784  0.115
H 0.032 0.608 6.696  0.111
H 1.681 0.310 6.391  0.113
H -0.666 -0.031 4.479  0.100
H 0.828 -1.010 4.440  0.098
H 1.368 3.346 3.766  0.101
H 2.651 2.574 4.348  0.101
C 0.409 3.442 -4.012  -0.259
C 0.596 1.918 -3.830  -0.239
C 1.430 1.488 -5.048  -0.174
S 0.255 2.206 -6.394  0.767
O -0.999 1.396 -6.428  -0.366
O 1.011 2.563 -7.590  -0.345
C -0.140 3.685 -5.331  -0.240
H 1.376 3.944 -4.022  0.120
H -0.159 3.826 -3.164  0.121
H -0.367 1.443 -3.643  0.106
H 1.112 1.715 -2.892  0.109
H 1.620 0.414 -5.051  0.096
H 2.422 1.916 -5.191  0.100
H -1.195 3.960 -5.296  0.113
H 0.355 4.470 -5.902  0.099

Cartesian forces, eV/Å:
K -0.3 0.0 0.1
As -1.3 -0.1 -0.3
F 2.4 0.5 -0.7
F 0.7 0.7 2.1
F -1.4 -0.2 0.4
F -1.0 -0.7 -2.0
F 0.4 1.4 -0.1
F 0.5 -1.7 0.6
C 1.2 1.9 0.5
C -1.5 -1.3 0.8
C 2.7 -0.7 -1.3
C -5.5 1.0 0.6
N 2.5 -0.7 0.0
H 0.3 -0.4 -0.1
H 0.8 0.2 0.0
H 0.0 0.9 -0.3
H -0.2 -0.7 -0.4
H -0.9 -0.5 1.0
H 0.0 0.5 -0.7
H 0.5 -0.1 -0.1
C -0.3 0.0 0.5
C 0.4 -1.2 0.0
C 0.3 0.5 -0.1
S -0.7 2.2 0.4
O 1.8 -0.3 1.2
O -0.5 -0.8 -0.6
C -0.6 1.2 -0.1
H 0.2 -0.4 0.3
H -0.1 0.3 -0.9
H -0.2 0.0 -0.2
H 0.3 0.1 -0.3
H 0.1 0.0 -0.1
H -0.1 -0.2 0.7
H -1.0 -0.3 -0.5
H 0.3 -1.3 -0.2
C 1.3 -0.6 2.0
C 1.4 0.9 0.7
C -1.8 -0.4 -0.4
S -1.0 -1.4 0.9
O 2.5 1.2 -0.3
O -1.0 -0.3 1.1
C -0.8 0.7 -2.8
H 0.3 -0.3 0.6
H -0.2 0.3 -0.3
H -0.1 -0.3 -1.0
H 0.4 0.2 0.0
H -0.7 -0.1 -0.7
H -0.3 0.7 0.3
H -0.1 -0.7 -0.5
H 0.1 0.2 0.3

- orbital gap (eV) = 8.8
- highest occupied orbital energy (eV) = -10.647

5.
Computed, not measured: an isolated ion of composition C3H6N3S and charge +1 in a non-equilibrium geometry, with wB97M-V/def2-TZVPD.

Last column: Löwdin charge in e.
Cartesian coordinates (Å):
C 2.184 0.523 0.191  -0.569
C -0.032 -0.790 0.080  -0.584
C -0.611 1.519 -0.622  0.044
N 2.517 1.499 0.679  0.170
N -0.454 -2.050 0.437  0.129
N -0.864 0.231 0.087  0.051
S 1.604 -0.889 -0.563  1.112
H 0.125 1.946 0.014  0.071
H -1.431 2.052 -0.575  0.055
H -0.184 1.173 -1.542  0.102
H -1.360 -2.402 0.645  0.122
H 0.274 -2.652 0.858  0.129
H -1.769 -0.159 0.312  0.169

Cartesian forces, eV/Å:
C -0.2 -0.8 -0.6
C -1.5 -1.8 0.4
C 3.8 -4.2 1.3
N 0.4 0.9 0.5
N 2.6 0.5 0.3
N 0.7 -1.8 -0.3
S 0.0 0.5 0.4
H 0.7 1.0 0.0
H -4.2 2.7 -0.5
H -0.1 0.9 -0.9
H -1.1 0.5 0.0
H -0.6 0.5 -0.7
H -0.6 1.0 0.2

- orbital gap (eV) = 10.5
- highest occupied orbital energy (eV) = -15.263
- net charge = +1

6.
Computed, not measured: C2H4Y as an isolated structure in a non-equilibrium geometry, with wB97M-V/def2-TZVPD.

Last column: Löwdin charge in e.
Cartesian coordinates (Å):
C -1.972 0.245 0.007  -0.261
C -0.846 -0.418 0.440  -0.425
H -1.944 1.320 -0.220  0.021
H -2.971 -0.056 0.360  0.049
H -1.044 -1.412 0.871  0.000
Y 1.264 0.485 0.723  1.440
H -2.910 0.020 -1.814  0.176

Cartesian forces, eV/Å:
C 0.2 0.7 1.5
C 0.2 0.4 -0.3
H 0.1 -0.5 -0.4
H 0.4 -0.3 -0.5
H 0.1 0.2 -0.2
Y -1.3 -0.5 -0.3
H 0.3 -0.1 0.2

- orbital gap (spin up / spin down) (eV) = 6.7 / 6.7
- highest occupied orbital energy (spin up / spin down) (eV) = -12.487 / -11.786
- net charge = +1

What did the second record say?
Computed, not measured: a single C5H4O2 molecule in a non-equilibrium geometry, with wB97M-V/def2-TZVPD.

Last column: Löwdin charge in e.
Cartesian coordinates (Å):
O -1.623 1.383 1.869  0.217
C -1.040 0.429 1.585  -0.144
O -0.677 1.668 -0.744  0.025
C -0.008 0.948 -1.468  -0.263
C 0.629 -0.290 -1.032  -0.083
C 0.538 -0.868 0.191  -0.101
C -0.319 -0.668 1.331  -0.077
H 0.208 1.254 -2.516  0.115
H 1.295 -0.780 -1.732  0.091
H 1.262 -1.646 0.409  0.106
H -0.265 -1.430 2.106  0.114

Cartesian forces, eV/Å:
O 0.3 -1.1 0.1
C -0.2 1.0 -0.1
O 0.2 -0.5 -0.2
C 0.0 0.0 0.3
C 0.1 -0.1 0.2
C 0.0 0.2 -0.1
C 0.2 0.2 0.1
H -0.1 -0.1 0.2
H 0.1 0.2 0.0
H -0.2 -0.3 -0.3
H -0.2 0.4 0.0

- orbital gap (eV) = 8.7
- highest occupied orbital energy (eV) = -8.759